CH3NO2 | the ωB97M-V functional and the def2-TZVPD basis

Geometry as XYZ:
```
7
Properties=species:S:1:pos:R:3:forces:R:3
N 0.539 0.288 0.611 0.6 0.5 0.4
C -0.509 -0.364 0.033 0.7 0.0 -0.8
O -1.381 -0.920 0.615 -0.5 -0.4 0.4
O -0.439 -0.350 -1.355 -0.3 0.5 0.5
H 1.362 0.579 0.116 -0.2 -0.2 -0.5
H 0.715 0.196 1.596 -0.5 -0.1 0.1
H -0.286 0.571 -1.615 0.1 -0.3 -0.2
```
Forces are in eV/Å.

Summary:
Energy relative to the best compared isomer or geometry (same formula, charge and spin): 10.1 kcal/mol
2S+1: 1
Charge: 0
E_tot: -245.1630 Eh
LUMO energy: 0.5 eV
HOMO-LUMO gap: 11.26 eV
SMILES string: NC(=O)O

So, what does the Mulliken scheme give us? The charges, in e, come out as:
1 N -0.38
2 C 0.62
3 O -0.49
4 O -0.48
5 H 0.20
6 H 0.22
7 H 0.32